Entry 1:
Entry from the Open Molecules 2025 dataset: a structure of composition C11H13LuN3O5P in a non-equilibrium geometry (wB97M-V/def2-TZVPD).

The charge is +2. Its spin multiplicity is 1. The calculation puts the gap between HOMO and LUMO at 5.68 eV.

Last column: Mulliken charge in e.
Positions of all 34 atoms, in Å:
O (-0.01, 2.60, -7.98)  -0.1161
C (0.11, 1.80, -7.15)  0.3061
Lu (0.02, -0.42, -2.66)  0.8844
O (-0.10, 2.82, -1.33)  -0.2281
C (-0.06, 1.74, -1.78)  0.5120
C (-0.49, 1.22, -5.45)  0.0778
O (-1.27, 1.95, -4.99)  -0.2275
C (2.03, 0.37, -2.07)  0.2603
O (3.04, 0.98, -1.90)  -0.2308
C (-2.29, 0.41, -2.00)  0.2091
O (-3.32, 0.80, -1.67)  -0.1118
H (1.74, -1.61, -2.32)  -0.0944
C (1.27, -1.35, 2.75)  -0.8491
N (1.30, 0.11, 2.37)  0.0692
C (0.04, 0.76, 2.91)  -0.9054
N (-1.18, 0.11, 2.49)  0.1147
C (-1.16, -1.34, 2.84)  -0.9212
N (0.02, -2.02, 2.33)  0.1427
C (-0.01, -2.18, 0.83)  -0.9449
P (-0.03, -0.46, 0.06)  0.9756
C (1.46, 0.32, 0.95)  -0.8571
C (-1.44, 0.31, 1.04)  -0.8948
H (1.33, -1.44, 3.83)  0.3043
H (2.15, -1.82, 2.26)  0.3722
H (0.06, 1.83, 2.60)  0.3854
H (0.10, 0.70, 4.03)  0.2785
H (-2.06, -1.81, 2.41)  0.3720
H (-1.15, -1.41, 3.89)  0.3400
H (0.87, -2.74, 0.43)  0.4018
H (-0.94, -2.72, 0.50)  0.4161
H (1.46, 1.38, 0.69)  0.4956
H (2.36, -0.14, 0.57)  0.5073
H (-2.38, -0.14, 0.72)  0.5161
H (-1.46, 1.40, 0.77)  0.4399

Entry 2:
Entry from the Open Molecules 2025 dataset: the molecule C14H19ClN2O2S in a non-equilibrium geometry (wB97M-V/def2-TZVPD).

Its spin multiplicity is 1. The structure (SMILES) is CCOCCCNC(=O)c1cc2sc(Cl)cc2n1CC. The calculation puts the gap between HOMO and LUMO at 8.60 eV.

Last column: Mulliken charge in e.
Positions of all 39 atoms, in Å:
C (-0.46, -2.83, 1.11)  -1.1415
C (-1.82, -2.14, 1.14)  -0.0914
O (-2.33, -2.10, -0.18)  -0.4348
C (-3.63, -1.57, -0.30)  -0.6302
C (-3.70, -0.04, -0.21)  -0.4926
C (-2.94, 0.65, -1.35)  -0.8949
N (-1.54, 0.34, -1.30)  -0.1181
C (-0.60, 1.26, -0.99)  0.4031
O (-0.86, 2.44, -0.85)  -0.7475
C (0.76, 0.70, -0.89)  0.6463
C (1.21, -0.54, -1.33)  -0.5429
C (2.57, -0.60, -1.03)  -0.1311
S (3.93, -1.66, -1.16)  -0.3041
C (4.93, -0.45, -0.39)  0.2733
Cl (6.59, -0.78, -0.13)  -0.2014
C (4.28, 0.69, -0.05)  -0.8733
C (2.92, 0.61, -0.41)  0.2086
N (1.82, 1.39, -0.35)  0.0692
C (1.79, 2.69, 0.30)  -0.7050
C (1.69, 2.54, 1.81)  -1.0179
H (-0.09, -2.94, 2.13)  0.4082
H (0.25, -2.23, 0.54)  0.1531
H (-0.55, -3.81, 0.65)  0.3018
H (-1.72, -1.13, 1.55)  0.1785
H (-2.52, -2.70, 1.78)  0.4132
H (-4.29, -2.02, 0.46)  0.4071
H (-3.97, -1.89, -1.29)  0.3439
H (-4.75, 0.25, -0.26)  0.3952
H (-3.30, 0.29, 0.75)  0.2332
H (-3.04, 1.73, -1.27)  0.4455
H (-3.35, 0.32, -2.31)  0.3426
H (-1.32, -0.65, -1.26)  0.2536
H (0.63, -1.30, -1.83)  0.7026
H (4.76, 1.52, 0.43)  0.4061
H (0.93, 3.23, -0.08)  0.3649
H (2.71, 3.22, 0.03)  0.4115
H (2.52, 1.95, 2.20)  0.3213
H (1.71, 3.52, 2.28)  0.3706
H (0.76, 2.05, 2.08)  0.2731

Entry 3:
Entry from the Open Molecules 2025 dataset: a structure of composition C43H48Cl3N6O7SeTeW in a non-equilibrium geometry (wB97M-V/def2-TZVPD).

The charge is +2. Its spin multiplicity is 2. The calculation puts the gap between HOMO and LUMO (spin up / spin down) at 5.60 / 5.70 eV.

Last column: Löwdin spin population.
Positions of all 110 atoms, in Å:
W (-0.20, 0.29, -0.18)  0.0016
N (-3.45, 0.89, 0.86)  0.0000
C (-3.17, -0.46, 1.00)  0.0001
C (-4.17, -1.25, 1.58)  0.0000
C (-3.95, -2.59, 1.79)  0.0000
C (-2.75, -3.15, 1.34)  0.0001
C (-1.85, -2.32, 0.73)  0.0006
N (-2.02, -0.99, 0.57)  0.0001
C (-2.71, 2.05, 0.98)  0.0000
C (-3.40, 3.17, 1.47)  0.0000
C (-2.75, 4.36, 1.68)  0.0000
C (-1.39, 4.42, 1.38)  0.0000
C (-0.78, 3.30, 0.88)  0.0000
N (-1.41, 2.12, 0.64)  -0.0001
H (-4.42, 1.07, 1.04)  0.0000
H (-5.11, -0.80, 1.87)  0.0000
H (-4.68, -3.20, 2.29)  0.0000
H (-2.53, -4.19, 1.46)  0.0000
H (-0.93, -2.72, 0.34)  0.0016
H (-4.46, 3.08, 1.71)  0.0000
H (-3.27, 5.22, 2.07)  0.0000
H (-0.81, 5.31, 1.55)  0.0000
H (0.28, 3.32, 0.67)  0.0000
C (5.20, -8.09, -0.35)  0.0052
C (4.22, -6.98, -0.57)  0.0277
C (3.57, -6.35, 0.48)  -0.0031
C (2.67, -5.32, 0.26)  0.0239
C (2.01, -4.66, 1.44)  0.0159
C (2.42, -4.88, -1.05)  0.0442
Te (1.05, -3.22, -1.38)  0.5856
N (-0.35, -1.00, -1.71)  0.0040
C (-1.55, -0.57, -1.90)  0.0002
O (-1.78, 0.65, -1.38)  0.0016
C (-2.64, -1.26, -2.60)  0.0002
C (-3.65, -0.53, -3.22)  0.0001
C (-4.63, -1.18, -3.95)  -0.0001
C (-4.62, -2.57, -4.04)  0.0001
C (-3.64, -3.30, -3.38)  0.0003
C (-2.64, -2.66, -2.68)  0.0046
C (2.39, -2.19, -2.66)  0.0319
C (2.01, -1.88, -3.97)  0.0169
C (0.69, -2.30, -4.57)  0.0227
C (2.90, -1.19, -4.78)  -0.0020
C (4.15, -0.79, -4.31)  0.0159
C (5.10, -0.05, -5.20)  0.0030
C (4.50, -1.11, -3.01)  -0.0010
C (3.66, -1.84, -2.18)  0.0146
C (4.16, -2.25, -0.82)  0.0112
C (3.04, -5.52, -2.13)  0.0198
C (2.76, -5.16, -3.56)  0.0117
C (3.92, -6.56, -1.87)  0.0032
H (5.42, -8.21, 0.71)  0.0000
H (6.13, -7.90, -0.88)  0.0014
H (4.80, -9.02, -0.73)  0.0019
H (3.78, -6.66, 1.49)  -0.0006
H (1.87, -5.38, 2.25)  0.0003
H (1.04, -4.25, 1.18)  0.0096
H (2.63, -3.85, 1.84)  0.0005
H (-3.63, 0.55, -3.16)  0.0000
H (-5.39, -0.61, -4.46)  0.0000
H (-5.38, -3.07, -4.62)  0.0000
H (-3.65, -4.38, -3.45)  0.0000
H (-1.86, -3.23, -2.19)  0.0083
H (0.01, -2.66, -3.80)  0.0187
H (0.86, -3.11, -5.29)  0.0012
H (0.22, -1.48, -5.10)  0.0004
H (2.62, -0.99, -5.81)  -0.0001
H (4.59, 0.45, -6.02)  0.0002
H (5.81, -0.76, -5.64)  0.0012
H (5.68, 0.68, -4.64)  0.0004
H (5.47, -0.82, -2.64)  -0.0001
H (4.91, -1.54, -0.47)  0.0007
H (4.62, -3.24, -0.88)  0.0005
H (3.36, -2.28, -0.08)  0.0075
H (1.73, -4.85, -3.68)  0.0095
H (2.95, -6.02, -4.21)  0.0008
H (3.42, -4.35, -3.89)  0.0003
H (4.39, -7.07, -2.70)  0.0003
Cl (1.62, 2.48, 3.12)  0.0000
C (2.92, 2.18, 1.96)  0.0000
Cl (3.26, 3.72, 1.10)  0.0000
Cl (4.36, 1.59, 2.73)  0.0000
C (2.45, 1.25, 0.82)  0.0001
O (3.17, 0.49, 0.24)  0.0001
O (1.19, 1.46, 0.42)  0.0006
C (0.37, 1.10, -3.45)  0.0003
C (0.92, 1.93, -4.64)  0.0000
N (1.26, 3.26, -4.19)  0.0000
C (0.11, 3.87, -3.55)  0.0000
C (-0.28, 3.08, -2.27)  0.0000
N (0.53, 1.83, -2.15)  -0.0001
C (1.96, 2.24, -2.06)  0.0000
C (2.36, 3.17, -3.25)  0.0000
H (0.91, 0.17, -3.36)  0.0002
H (-0.70, 0.90, -3.59)  0.0000
H (0.18, 2.01, -5.44)  0.0000
H (1.82, 1.47, -5.04)  0.0000
H (-0.70, 3.90, -4.27)  0.0000
H (0.37, 4.90, -3.29)  0.0000
H (-1.34, 2.80, -2.28)  0.0000
H (-0.09, 3.69, -1.39)  0.0000
H (2.56, 1.33, -2.04)  0.0000
H (2.11, 2.79, -1.13)  0.0000
H (3.23, 2.78, -3.77)  0.0000
H (2.60, 4.17, -2.89)  0.0000
O (-0.38, 0.26, 1.89)  0.0034
Se (0.77, -0.92, 2.06)  0.0033
O (0.14, -2.24, 2.63)  0.0001
O (0.99, -1.10, 0.38)  0.0649
O (2.09, -0.43, 2.75)  0.0017

Entry 4:
Entry from the Open Molecules 2025 dataset: a structure of composition C24H30CoN2O3PS2 (wB97M-V/def2-TZVPD).

Its spin multiplicity is 5. The calculation puts the gap between HOMO and LUMO (spin up / spin down) at 7.67 / 7.34 eV.

Last column: Löwdin spin population.
Positions of all 63 atoms, in Å:
Co (0.37, 0.21, 0.91)  2.7110
C (-4.24, -0.02, 0.39)  0.0128
C (-2.81, 0.05, 0.86)  0.1572
S (-1.68, 0.76, -0.17)  0.3384
C (-2.48, -0.47, 2.13)  0.1804
C (-3.56, -1.11, 2.96)  0.0174
S (-0.93, -0.40, 2.80)  0.3123
H (-4.41, 0.70, -0.41)  0.0024
H (-4.95, 0.17, 1.19)  0.0028
H (-4.45, -1.01, -0.01)  0.0050
H (-4.18, -0.35, 3.45)  0.0064
H (-3.12, -1.73, 3.75)  0.0020
H (-4.22, -1.73, 2.37)  0.0040
O (3.82, -0.13, -0.47)  0.0085
C (2.91, -0.67, 0.14)  0.0091
O (2.30, -0.18, 1.17)  0.0612
C (2.41, -2.05, -0.31)  0.0039
P (0.57, -2.09, -0.25)  0.0559
C (0.08, -1.91, -1.99)  0.0083
C (0.84, -1.10, -2.84)  0.0027
C (0.39, -0.82, -4.12)  0.0000
C (-0.81, -1.34, -4.58)  0.0024
C (-1.57, -2.14, -3.74)  0.0004
C (-1.13, -2.42, -2.45)  0.0037
C (0.10, -3.77, 0.21)  0.0130
C (-0.42, -3.96, 1.49)  0.0032
C (-0.74, -5.24, 1.93)  0.0000
C (-0.55, -6.33, 1.09)  0.0002
C (-0.03, -6.14, -0.19)  0.0007
C (0.29, -4.87, -0.63)  0.0035
H (2.76, -2.77, 0.43)  -0.0001
H (2.81, -2.32, -1.28)  0.0010
H (1.78, -0.68, -2.50)  0.0003
H (0.99, -0.20, -4.77)  -0.0001
H (-1.16, -1.12, -5.58)  0.0001
H (-2.51, -2.55, -4.08)  -0.0001
H (-1.73, -3.04, -1.80)  0.0000
H (-0.58, -3.11, 2.13)  0.0041
H (-1.15, -5.38, 2.92)  0.0000
H (-0.80, -7.32, 1.43)  0.0000
H (0.12, -6.99, -0.84)  0.0001
H (0.69, -4.73, -1.62)  0.0003
C (2.84, 3.02, -1.37)  0.0000
N (2.21, 3.85, -0.35)  0.0011
C (2.46, 5.27, -0.36)  0.0005
C (2.24, 5.84, 1.02)  0.0000
C (0.84, 5.47, 1.48)  0.0001
N (0.63, 4.04, 1.37)  0.0001
C (-0.51, 3.53, 2.09)  0.0053
C (1.26, 3.28, 0.43)  0.0060
O (1.00, 2.07, 0.28)  0.0464
H (3.77, 3.50, -1.66)  0.0000
H (2.21, 2.92, -2.26)  0.0000
H (3.07, 2.03, -0.97)  0.0000
H (1.83, 5.78, -1.10)  0.0000
H (3.50, 5.42, -0.68)  0.0001
H (2.34, 6.93, 1.00)  0.0000
H (2.98, 5.44, 1.71)  0.0000
H (0.09, 6.01, 0.89)  0.0000
H (0.69, 5.75, 2.52)  0.0000
H (-0.42, 3.79, 3.14)  0.0001
H (-0.59, 2.45, 2.00)  0.0052
H (-1.44, 3.96, 1.71)  0.0006

Entry 5:
Entry from the Open Molecules 2025 dataset: a structure of composition C8H5NS2 in a non-equilibrium geometry (wB97M-V/def2-TZVPD).

Its spin multiplicity is 1. The calculation puts the gap between HOMO and LUMO (spin up / spin down) at 6.03 / 6.02 eV.

Last column: Mulliken charge in e.
Positions of all 16 atoms, in Å:
C (-2.07, 0.23, 0.06)  -0.7218
C (1.35, 1.20, 0.50)  0.4371
C (2.61, -0.56, -0.40)  -0.5421
C (-2.65, 1.45, -0.12)  -0.3255
C (-0.68, 0.33, 0.33)  0.3964
C (2.72, 0.82, -0.07)  -0.2552
C (0.65, -0.13, 0.46)  0.0589
C (-0.19, 1.64, 0.14)  -0.1316
N (1.34, -1.03, -0.18)  -0.0198
S (-1.40, 2.74, -0.18)  -0.1960
S (4.38, 1.39, -0.03)  -0.3642
H (-2.81, -0.54, -0.06)  0.3279
H (1.70, 1.49, 1.54)  0.2443
H (3.31, -1.35, -0.61)  0.4159
H (-3.60, 1.51, -0.55)  0.4442
H (0.91, -1.83, -0.63)  0.2315

Entry 6:
Entry from the Open Molecules 2025 dataset: the ion C3H7FNO2 with charge +1 in a non-equilibrium geometry (wB97M-V/def2-TZVPD).

The charge is +1. Its spin multiplicity is 1. The structure (SMILES) is [NH3+][C@@H]1OCO[C@H]1F. The calculation puts the gap between HOMO and LUMO at 11.05 eV.

Last column: Mulliken charge in e.
Positions of all 14 atoms, in Å:
N (-1.58, -0.34, -0.88)  -0.3249
C (-0.60, 0.12, 0.13)  -0.3374
O (0.17, 1.17, -0.51)  -0.3937
C (1.40, 1.11, 0.15)  -0.2110
O (1.77, -0.30, 0.18)  -0.3619
C (0.77, -1.06, 0.63)  0.2947
F (0.68, -1.10, 1.96)  -0.2435
H (-1.11, -0.74, -1.75)  0.3922
H (-1.93, 0.51, -1.38)  0.3605
H (-2.33, -0.90, -0.27)  0.4387
H (-1.12, 0.51, 1.08)  0.3622
H (2.09, 1.68, -0.60)  0.2638
H (1.26, 1.34, 1.22)  0.3776
H (0.53, -2.00, 0.03)  0.3827

Entry 7:
Entry from the Open Molecules 2025 dataset: the ion C3H6NOS with charge +1 in a non-equilibrium geometry (wB97M-V/def2-TZVPD).

The charge is +1. Its spin multiplicity is 1. The calculation puts the gap between HOMO and LUMO at 9.46 eV.

Last column: Mulliken charge in e.
Positions of all 12 atoms, in Å:
C (-1.33, 0.68, 0.08)  -0.1102
C (-0.38, 1.57, -0.28)  -0.4490
C (1.26, -0.52, -0.44)  0.1192
N (-0.93, -0.69, 0.23)  -0.5266
O (2.13, -1.35, 0.04)  -0.3187
S (1.25, 1.09, 0.11)  -0.0042
H (-2.23, 0.94, 0.59)  0.3938
H (-0.52, 2.55, -0.47)  0.4708
H (0.97, -0.86, -1.42)  0.4462
H (-1.21, -1.12, 1.11)  0.2818
H (-1.42, -1.30, -0.46)  0.3279
H (2.40, -1.00, 0.91)  0.3690

Entry 8:
Entry from the Open Molecules 2025 dataset: the molecule C18H20ClNO4 (wB97M-V/def2-TZVPD).

Its spin multiplicity is 1. The structure (SMILES) is COc1ccc2c(c1)CCN(C(=O)CCl)[C@H]2C1C(=O)CCCC1=O. The calculation puts the gap between HOMO and LUMO at 9.20 eV.

Last column: Mulliken charge in e.
Positions of all 44 atoms, in Å:
C (-5.70, -1.81, -0.05)  -0.8343
O (-5.07, -0.70, 0.54)  -0.4707
C (-3.72, -0.58, 0.44)  0.7256
C (-3.16, 0.54, 1.05)  -1.1471
C (-1.80, 0.75, 1.00)  -0.1777
C (-0.96, -0.14, 0.34)  -0.1892
C (-1.51, -1.27, -0.25)  0.1737
C (-2.89, -1.49, -0.19)  -0.3022
C (-0.64, -2.31, -0.90)  -1.0671
C (0.72, -1.72, -1.28)  -1.0750
N (1.27, -1.03, -0.13)  0.3430
C (2.49, -1.22, 0.42)  0.8635
O (2.90, -0.51, 1.32)  -0.6705
C (3.31, -2.37, -0.13)  -0.7497
Cl (4.78, -2.58, 0.83)  -0.1753
C (0.52, 0.14, 0.28)  -1.2774
C (0.81, 1.35, -0.68)  1.4414
C (0.37, 2.67, -0.10)  -0.3930
O (-0.57, 3.28, -0.55)  -0.5870
C (1.21, 3.20, 1.04)  -0.8227
C (2.64, 2.67, 1.04)  -0.5636
C (3.12, 2.42, -0.39)  -0.9016
C (2.29, 1.36, -1.05)  0.0740
O (2.73, 0.57, -1.85)  -0.6117
H (-5.35, -2.75, 0.40)  0.3230
H (-5.53, -1.84, -1.13)  0.3308
H (-6.76, -1.69, 0.15)  0.2450
H (-3.81, 1.24, 1.56)  0.4795
H (-1.39, 1.62, 1.48)  0.3796
H (-3.28, -2.38, -0.66)  0.4984
H (-0.49, -3.13, -0.19)  0.3420
H (-1.12, -2.72, -1.78)  0.4827
H (0.60, -1.01, -2.10)  0.1758
H (1.39, -2.50, -1.61)  0.7031
H (3.61, -2.15, -1.16)  0.3588
H (2.76, -3.32, -0.09)  0.3097
H (0.88, 0.40, 1.28)  0.8375
H (0.23, 1.17, -1.60)  0.7655
H (1.20, 4.29, 0.96)  0.4714
H (0.71, 2.96, 1.98)  0.2236
H (2.72, 1.73, 1.59)  0.1812
H (3.30, 3.38, 1.53)  0.4736
H (3.02, 3.34, -0.98)  0.3869
H (4.16, 2.12, -0.41)  0.4266